[1]
Formula: C27H26N6O6Pd
Source: the Open Molecules 2025 dataset
Level of theory: wB97M-V/def2-TZVPD

```
66
Properties=species:S:1:pos:R:3:forces:R:3:mulliken_charge:R:1
Pd -0.5151 -0.5848 -0.3165 0.05 -0.09 -0.03 0.739
C 1.2147 7.5880 6.5006 0.00 -0.01 0.00 -0.843
O 1.3076 6.5264 7.4336 0.01 0.00 0.01 -0.430
C 1.8158 5.3473 6.9960 -0.01 0.00 -0.03 0.894
C 1.8637 4.3177 7.9432 0.00 0.00 0.02 -0.598
C 2.3515 3.0823 7.5990 0.00 -0.01 0.01 -0.060
C 2.8049 2.8295 6.2905 0.01 0.06 -0.03 0.189
C 2.7630 3.8711 5.3535 0.02 -0.04 -0.01 -0.734
C 2.2730 5.1189 5.7003 -0.01 0.01 0.03 -0.474
N 3.2190 1.5528 5.9965 -0.06 -0.01 0.08 -0.861
N 3.7162 1.3274 4.8134 0.13 0.00 -0.05 -0.331
C 3.0688 0.8040 3.7751 -0.07 -0.01 -0.05 -0.080
C 3.8408 0.5809 2.6130 -0.01 0.01 0.06 -0.607
C 3.2940 0.1045 1.4414 -0.03 0.00 -0.04 -0.935
C 1.9375 -0.2083 1.3328 0.03 0.08 0.08 0.496
O 1.4595 -0.6676 0.2002 0.01 -0.11 -0.05 -0.710
C 1.1150 -0.0479 2.5132 -0.06 -0.04 -0.09 0.994
N -0.1834 -0.4232 2.4041 0.07 0.00 0.09 -0.149
C -0.9835 -0.2536 3.4311 0.01 0.01 -0.02 -0.562
C -0.5548 0.2706 4.6550 0.00 0.01 -0.02 -0.878
C 0.7651 0.6171 4.7954 -0.03 -0.01 0.02 -0.620
C 1.6551 0.4681 3.7164 0.01 0.01 0.01 0.702
H 0.7806 8.4249 7.0395 0.00 0.00 0.00 0.230
H 0.5674 7.3220 5.6615 0.00 0.00 0.00 0.350
H 2.2010 7.8710 6.1244 0.00 0.01 0.00 0.339
H 1.5060 4.5225 8.9434 0.00 0.00 0.00 0.406
H 2.3916 2.2782 8.3226 0.00 0.00 0.00 0.433
H 3.1172 3.6898 4.3475 -0.01 0.02 0.00 0.395
H 2.2465 5.8999 4.9547 0.00 0.00 0.00 0.375
H 4.8912 0.8341 2.6690 0.00 0.00 0.00 0.433
H 3.9065 -0.0014 0.5543 0.01 0.00 0.00 0.447
H -2.0214 -0.5403 3.2880 0.00 0.00 0.01 0.483
H -1.2539 0.3989 5.4694 -0.01 -0.01 0.00 0.453
H 1.1199 1.0047 5.7366 0.00 -0.01 -0.01 0.525
O -7.3155 -0.6057 -1.5762 0.00 -0.02 0.03 -0.728
C -6.6718 0.3822 -1.1815 -0.01 0.03 -0.08 0.464
O -7.0128 1.5239 -0.8483 0.01 0.00 0.02 -0.697
C -5.1390 0.1261 -1.0931 0.02 -0.02 0.02 0.351
C -4.6355 -1.1429 -1.3630 0.03 0.02 0.00 -0.945
C -3.2860 -1.3774 -1.2309 -0.06 -0.01 -0.04 -0.117
N -2.4310 -0.4159 -0.8679 0.06 -0.02 0.04 -0.325
C -2.8967 0.8255 -0.6488 0.01 0.11 0.14 0.426
C -4.2399 1.1250 -0.7379 -0.04 -0.03 -0.07 -0.374
C -1.8452 1.8464 -0.2629 -0.04 -0.03 0.00 0.374
O -2.1391 2.9984 -0.0643 0.03 0.04 -0.01 -0.636
O -0.6274 1.3618 -0.1773 -0.04 0.01 -0.01 -0.723
H -5.3337 -1.9125 -1.6644 0.00 0.00 0.01 0.492
H -2.8708 -2.3589 -1.4342 0.00 0.00 0.00 0.437
H -4.5953 2.1243 -0.5267 0.00 0.00 -0.01 0.579
N 1.7282 -4.6935 0.0639 0.00 -0.01 -0.01 -0.117
C 1.3151 -4.3922 -1.3520 0.04 0.01 0.00 -0.689
C 0.7817 -2.9716 -1.4007 -0.02 0.06 0.02 -0.412
N -0.2932 -2.7104 -0.4268 -0.06 0.04 -0.19 -0.108
C 0.0215 -3.1763 0.9304 0.02 -0.01 0.09 -0.334
C 0.5370 -4.6019 0.9793 -0.03 0.02 0.02 -0.918
H 2.4251 -4.0022 0.3605 -0.01 0.01 0.00 0.364
H 2.1630 -5.6135 0.1258 0.01 0.01 0.00 0.359
H 0.5740 -5.1448 -1.6217 -0.01 0.01 0.01 0.360
H 2.1885 -4.5016 -1.9922 -0.01 -0.01 0.00 0.420
H 0.4045 -2.7621 -2.4004 0.02 0.01 0.00 0.449
H 1.5823 -2.2589 -1.1851 0.01 -0.01 0.00 0.200
H -1.1626 -3.1220 -0.7529 -0.01 -0.02 0.07 0.348
H -0.8623 -3.0747 1.5567 -0.01 -0.01 -0.01 0.452
H 0.7696 -2.4973 1.3407 -0.01 -0.01 -0.01 0.205
H -0.1834 -5.3391 0.6241 0.01 0.00 0.00 0.384
H 0.8570 -4.8642 1.9859 0.00 -0.01 -0.01 0.448
```
Positions in Å, forces in eV/Å.

HOMO-LUMO gap (spin up / spin down): 0.1786 / 0.2006 hartree
ΔE to the lowest compared entry with this formula, charge and spin: 15.56 kcal per mole
<S²>: 2.10
spin multiplicity: 3

---

[2]
Formula: C27H27AsF3Ge2NO6PtS2
Source: the Open Molecules 2025 dataset
Level of theory: wB97M-V/def2-TZVPD

```
70
Properties=species:S:1:pos:R:3:forces:R:3:mulliken_charge:R:1
Pt 0.7502 0.5797 -1.0778 -0.24 0.02 -0.97 1.852
F 4.3727 -0.7624 -5.0493 -0.03 0.13 -0.05 -0.268
C 4.3627 -1.7774 -4.1676 0.03 -0.05 -0.05 1.022
F 5.3483 -1.5374 -3.2903 0.07 0.00 0.13 -0.260
F 4.7503 -2.8761 -4.8668 -0.02 -0.09 -0.06 -0.329
C 3.0315 -1.9819 -3.5251 -0.02 -0.02 0.01 -0.130
C 2.2614 -3.0686 -3.8345 0.04 0.07 0.09 -0.291
C 1.0077 -3.2299 -3.2331 -0.06 0.03 0.09 -1.142
C 0.5969 -2.2658 -2.3422 0.00 -0.23 -0.07 0.128
N 1.3292 -1.1949 -2.0283 -0.21 0.33 0.29 -0.044
C 2.5649 -0.9659 -2.6062 0.22 -0.10 -0.13 0.115
S 0.7266 2.6933 -2.5159 -0.07 -0.22 0.19 -0.413
H 2.6304 -3.8022 -4.5390 0.01 -0.01 0.00 0.480
H 0.3748 -4.0797 -3.4397 0.01 0.00 -0.01 0.443
H -0.3594 -2.3565 -1.8451 -0.03 0.03 -0.03 0.234
O 0.4277 4.4506 2.1302 -0.07 0.13 -0.05 -0.727
As 0.0907 2.8586 1.5242 -0.35 0.06 -0.28 1.336
O -0.5105 1.9057 2.7025 0.07 -0.20 0.31 -0.636
O -1.1877 3.0105 0.3626 0.29 -0.32 0.36 -0.023
C 1.7885 2.2019 0.8826 0.00 0.02 0.20 -0.840
C 2.3711 1.2846 1.7576 -0.04 -0.03 -0.06 -0.518
C 3.6921 0.8955 1.5748 0.00 -0.01 -0.03 -0.784
C 4.4342 1.4210 0.5308 -0.04 0.00 0.02 -0.531
C 3.8608 2.3305 -0.3493 -0.01 -0.08 -0.10 -0.596
C 2.5457 2.7122 -0.1765 0.12 0.19 0.14 0.554
S 1.8188 3.8656 -1.3310 0.10 0.11 0.11 1.242
O 0.9828 4.7307 -0.5008 -0.05 -0.07 0.02 -0.807
O 2.8990 4.5306 -2.0170 0.02 -0.07 -0.11 -0.752
O 3.1847 0.0642 -2.3287 -0.03 0.02 0.07 -0.725
H 0.7035 4.9647 1.3463 0.02 0.01 0.04 0.499
H 1.7753 0.8847 2.5696 0.02 0.02 0.02 0.633
H 4.1321 0.1743 2.2515 0.00 0.00 0.00 0.406
H 5.4594 1.1099 0.3793 0.00 -0.01 0.00 0.394
H 4.4110 2.7197 -1.1943 -0.01 0.02 0.01 0.506
C -3.3677 4.0869 1.9775 -0.01 -0.22 0.09 -1.392
Ge -2.8428 2.4883 0.9639 -0.52 0.88 -0.32 0.817
C -3.8274 2.4716 -0.7366 0.10 -0.07 0.05 -1.306
C -3.3857 0.9519 2.0418 0.15 0.09 0.06 -1.036
Ge -0.7515 -0.3622 0.3992 0.52 -0.56 0.04 -1.842
C -2.1942 -1.5184 -0.3053 0.02 0.16 0.12 0.059
C -2.5957 -2.7014 0.3154 0.03 0.01 0.03 -0.108
C -3.5948 -3.4886 -0.2403 -0.04 -0.02 -0.04 -0.681
C -4.2097 -3.0982 -1.4238 0.04 0.01 0.04 -0.450
C -3.8219 -1.9204 -2.0495 -0.01 0.01 -0.03 -0.901
C -2.8221 -1.1363 -1.4910 0.02 0.00 -0.04 -0.326
C -0.0106 -1.4078 1.9124 -0.16 0.13 -0.07 0.619
C -0.4844 -1.3422 3.2203 0.00 0.00 0.03 0.118
C 0.1092 -2.0939 4.2270 -0.02 0.02 -0.02 -0.620
C 1.1883 -2.9177 3.9378 0.02 0.00 -0.03 -0.518
C 1.6769 -2.9821 2.6393 0.01 -0.02 0.04 -0.609
C 1.0836 -2.2288 1.6354 -0.01 0.04 -0.03 0.003
H -4.4505 4.1357 2.1119 0.00 -0.04 -0.03 0.440
H -3.0380 4.9738 1.4377 0.02 -0.01 -0.01 0.349
H -2.9004 4.0786 2.9631 0.05 0.03 -0.03 0.380
H -4.6464 3.1902 -0.6725 0.00 0.00 -0.01 0.458
H -4.2482 1.4928 -0.9710 0.05 0.00 0.03 0.368
H -3.1603 2.7778 -1.5423 0.01 -0.01 0.00 0.343
H -4.4676 1.1166 2.0878 -0.02 -0.11 0.06 0.595
H -2.9611 1.0412 3.0388 0.03 -0.02 -0.01 0.216
H -3.2203 -0.0469 1.6443 0.02 0.04 -0.06 0.283
H -2.1141 -3.0149 1.2356 0.00 0.01 -0.01 0.343
H -3.8912 -4.4096 0.2471 0.00 0.00 0.00 0.392
H -4.9875 -3.7127 -1.8599 0.00 0.00 0.00 0.371
H -4.2954 -1.6154 -2.9747 0.00 0.00 0.00 0.414
H -2.5045 -0.2249 -1.9898 -0.02 -0.01 0.01 0.603
H -1.3002 -0.6733 3.4653 0.00 0.00 0.00 0.169
H -0.2646 -2.0249 5.2415 0.00 0.00 0.00 0.398
H 1.6552 -3.4983 4.7241 0.00 0.00 0.00 0.326
H 2.5275 -3.6114 2.4066 0.00 0.00 0.01 0.396
H 1.4910 -2.2649 0.6295 0.00 0.00 0.00 0.300
```
Positions in Å, forces in eV/Å.

HOMO-LUMO gap (spin up / spin down): 0.2325 / 0.2406 hartree
ΔE to the lowest compared entry with this formula, charge and spin: 25.54 kcal per mole
net charge: -1
<S²>: 0.78
spin multiplicity: 2